No. 1
C41H57N5O4 | ωB97M-V/def2-TZVPD

* frontier orbital gap: 9.713 eV
* structure (SMILES): c1ccncc1.c1ccncc1.c1ccncc1.c1ccncc1.c1ccncc1.C1CCOC1.C1CCOC1.C1CCOC1.C1CCOC1
* energy above the lowest of the compared OMol25 structures with the same formula, charge and spin: 530.4 kJ/mol
* max |F|: 3.390 eV/A
* total energy: -59076.1280 eV
* lowest unoccupied orbital energy: 0.43 eV

Structure (ORCA input):
```
! RIJCOSX wB97M-V def2-TZVPD def2/J DEFGRID3
* xyz 0 1
C 1.2069 6.4392 -2.5413
H -1.1648 -4.9230 -1.4005
H 2.1478 5.2870 0.0712
C 2.0936 4.8913 -0.9430
C 3.0861 2.0567 2.1673
H -7.6230 1.3278 2.6884
C 3.4908 -5.1083 -3.9278
H -0.6940 5.2920 -2.5355
C 4.5342 1.1657 -3.8579
N -2.3908 -1.8404 3.1452
H -1.4903 -3.7663 3.2539
C -6.9051 1.2044 1.8911
H 5.1250 1.9551 1.9822
C -5.2570 -0.2971 1.1808
H -4.4842 -3.0534 6.2650
H -0.0925 -1.2713 -3.1410
H 0.9177 7.4728 -2.3514
H 1.1972 -7.0321 -3.8394
H -7.2998 2.9949 0.9082
C 5.8876 1.1502 -3.4988
N 0.2391 0.2743 -1.7875
H 4.4380 0.3046 2.1429
H 2.6170 1.2488 -2.9897
H -1.3487 0.5888 1.1846
C 4.3829 1.3371 2.4878
H 3.2904 3.0610 1.7959
C -2.1871 -3.0747 3.7037
C -2.9261 -3.5044 4.8281
H -3.2908 1.8144 2.1553
H -3.4951 -0.1098 3.3298
H -0.8989 2.1865 2.8785
H 7.3440 1.3867 -1.9048
C -5.1143 0.4552 -0.0098
C -0.6250 -6.0022 -4.4389
H -2.9440 3.3985 1.5604
N 4.9890 -3.3215 -4.5007
C -3.8887 -2.7203 5.4279
H 3.1932 -6.1435 -3.8500
C -6.6703 2.1187 0.8598
C -3.3204 -1.0909 3.7461
H 5.5410 1.7666 4.3000
H -1.6676 3.0009 5.5296
H 0.5826 1.6619 -0.2986
H 1.3082 6.1632 -3.5910
C 2.8817 -2.8424 -3.2793
H -1.5881 -6.3361 -4.8250
C 0.1367 -7.0296 -3.5877
C 4.1441 1.6151 -1.4732
H 6.5655 0.7619 -4.2446
H -4.7538 -1.2344 1.3665
C -1.7917 -0.9050 -0.2770
C 0.6821 4.3932 -1.1558
O -0.9146 -4.9731 -3.4823
O -3.5565 2.9049 4.7998
C 2.4273 2.0736 3.5440
H -4.5517 0.2448 -0.9073
C -0.0258 0.8079 -0.5573
C 2.5441 -4.1858 -3.3643
H 1.7510 2.9205 3.6597
H -1.2989 3.8872 3.0954
H 0.6968 3.6062 -1.9098
H 3.4253 1.8477 -0.7015
H -0.0400 -5.5517 -5.2407
H 0.8730 -6.0921 -1.8497
C -4.0260 3.2409 3.4579
N -6.1884 0.0807 2.1275
C -2.9534 2.8013 2.4722
H -0.4539 6.2208 -1.0443
H -2.4675 -1.3233 0.4542
H 4.1944 0.9959 -4.8689
H 5.3784 -5.2750 -5.0538
O 2.3937 5.9853 -1.8319
O 3.5116 2.2906 4.4815
H -5.0486 2.9571 3.2093
C 6.2921 1.3235 -2.1413
C -4.1283 -1.5055 4.7958
C 4.0440 -2.4752 -4.0007
H 2.4990 1.4201 1.5055
H -2.2699 -5.9549 -2.2942
C 4.5605 1.4149 3.9791
C 3.6737 1.3499 -2.7911
H -5.0205 -0.9362 5.0107
H -4.0973 4.3276 3.4133
H -0.2701 -7.4097 -1.5742
H -1.8429 -2.4625 -1.7580
H 4.3596 0.4262 4.3916
H 4.4040 -1.4632 -4.1137
H -2.1225 1.4143 4.8226
H 2.1529 -2.1638 -2.8612
C -0.0403 -6.5601 -2.2172
C 0.0466 5.6277 -1.8096
C -2.1721 2.4968 4.7053
N 5.4451 1.6870 -1.1504
C -1.6679 2.8713 3.2361
H -0.2498 -8.0478 -3.6320
H 0.1037 4.0984 -0.2802
H 1.5838 -4.4741 -2.9630
C -0.4577 -0.8117 -2.2345
C -1.4736 -1.4817 -1.4972
C -1.0585 0.1981 0.2204
H -2.6580 -4.4550 5.2650
H -5.6418 2.2902 -1.0611
H 2.7620 4.0332 -0.8720
C -5.8448 1.6774 -0.1952
H 1.8797 1.1684 3.8063
C 4.6623 -4.6331 -4.5623
C -1.2335 -5.6229 -2.2333
*
```

Results of the Mulliken charge analysis, in e, for atoms 1 through 99: C -0.45; H 0.21; H 0.25; C -0.12; C 0.54; H 0.40; C -0.26; H 0.39; C -0.76; N -0.16; H 0.39; C -0.34; H 0.24; C -0.61; H 0.41; H 0.62; H 0.30; H -0.05; H 0.43; C -0.21; N -0.12; H 0.35; H 0.37; H 0.21; C -0.61; H 0.14; C -0.37; C -0.40; H -0.54; H 0.82; H 0.10; H 0.39; C -0.03; C -0.49; H 0.61; N -0.52; C -0.34; H 0.34; C -0.36; C -0.25; H 0.33; H 0.35; H 0.58; H 0.33; C -0.64; H 0.30; C -0.27; C -0.17; H 0.39; H 0.66; C 0.00; C 0.19; O -0.38; O -0.46; C -0.51; H 0.38; C -0.50; C 0.11; H 0.23; H 0.28; H 0.06; H 0.41; H 0.29; H 0.24; C -0.68; N -0.42; C 0.24; H 0.36; H 0.56; H 0.44; H 0.40; O -0.47; O -0.45; H 0.25; C -0.44; C -0.82; C -0.33; H -0.22; H 0.37; C -0.57; C -0.04; H 0.38; H 0.36; H 0.41; H 0.55; H 0.27; H 0.46; H 0.15; H 0.56; C -0.51; C -0.91; C -0.48; N -0.40; C -0.06; H 0.36; H 0.13; H 0.25; C -0.72; C -0.99

=====

No. 2
C41H60BaClN2O2 | ωB97M-V/def2-TZVPD

* frontier orbital gap: 5.301 eV
* energy above the lowest of the compared OMol25 structures with the same formula, charge and spin: 61.7 kJ/mol
* max |F|: 6.102 eV/A
* total energy: -63785.5949 eV
* lowest unoccupied orbital energy: 2.18 eV

Structure (ORCA input):
```
! RIJCOSX wB97M-V def2-TZVPD def2/J DEFGRID3
* xyz -1 1
Ba -0.2991 0.1153 0.6572
C 1.1355 2.8412 -1.1968
C 2.2035 3.5959 4.6477
H -0.9515 -2.3966 -1.5236
C -0.6665 -2.6053 -0.4879
H -2.7487 6.1839 5.6924
C -0.7488 -0.1645 4.8297
H -4.0803 2.1047 4.0628
C 2.7209 4.8014 5.4306
C -5.6965 1.4889 1.9621
H -0.5812 4.3617 3.1500
H 0.2443 4.3696 0.9821
C 1.4287 -3.5661 -1.4432
C 2.0127 2.5329 1.0158
H 1.6296 -1.3126 3.9115
H -5.6979 2.2961 1.2262
C 0.4763 -3.4611 -0.3959
H 4.7662 4.0806 5.4206
H 2.3522 6.9430 5.5484
C -4.3870 -0.4168 2.9312
C 0.9408 0.3804 -3.0873
C -4.3733 0.7039 1.8784
H -4.2382 0.7614 -0.2995
C -1.2894 3.8733 5.9978
H 3.1336 3.7716 7.2963
C 1.3049 1.3573 3.1187
H -3.4606 -0.9934 2.8814
H 1.1798 -2.0031 5.4779
H 3.1271 2.0446 -1.2299
C 2.2217 1.9874 -1.8340
H -0.7792 -0.4650 3.7848
H -1.1881 -0.9659 5.4303
C -2.3583 3.3195 3.7936
C 1.2456 1.3393 4.5400
H 0.6840 -0.6766 -3.1569
H 2.6067 3.4238 0.7487
C -2.1411 1.9572 1.2877
C -0.2325 3.4352 0.6489
H 2.6058 1.6453 0.7650
H 1.3799 0.7023 -4.0474
C -1.3215 3.6042 2.9088
H 2.5986 -0.9428 5.3433
H 2.0808 6.2641 3.9403
C 0.6996 0.1088 5.2727
H -0.3605 4.0760 5.4670
C -3.2629 2.3460 3.3954
C 2.2607 3.5984 3.2595
H -1.3622 0.7336 4.9389
C 1.8168 2.5274 2.5068
Cl -0.2515 -4.1185 2.1471
H 4.4065 5.1853 4.0919
C 1.5828 -1.1175 4.9785
H -5.8462 1.9301 2.9481
H -3.7428 2.6429 6.1381
H -5.2262 -1.0934 2.7483
C 0.7919 -4.2305 0.7544
C 4.2215 4.9867 5.1485
H 1.4984 4.4565 7.2008
H 0.9026 5.9777 5.2259
H -3.5317 -0.6839 0.4119
H -1.7191 5.9685 4.2708
H 0.0535 1.1475 7.0820
C -2.5067 4.1047 5.0956
C 1.9690 6.0719 5.0083
H 2.7837 -1.2691 -2.2989
H 0.2241 2.7600 -1.7939
C 0.6843 0.3030 6.7919
H -6.5417 0.8280 1.7530
C -2.6156 5.6045 4.7742
N 0.7981 2.4894 0.1802
H 1.4669 3.8942 -1.2474
C 1.9096 -5.0376 0.8436
H 2.6649 4.4607 2.7360
H -1.5217 -2.9724 0.0804
H 3.6818 -5.7487 -0.1482
C -3.2092 1.6683 2.1788
H -5.2917 -0.5047 0.3529
H 3.2504 -4.3997 -2.1881
H -1.3388 4.5182 6.8816
O -1.9545 1.3727 0.1408
H 2.8901 5.5143 7.4656
H 4.6253 5.8231 5.7271
C 1.6928 2.4471 5.2476
H 1.2438 -2.9944 -2.3474
C -3.7603 3.7029 5.8764
H -4.4819 -0.0196 3.9435
H -3.8101 4.2748 6.8058
N 1.8606 0.5812 -1.9785
H 1.6905 0.4661 7.1856
C -4.3495 0.0317 0.4984
C -1.2033 2.9491 1.6982
C 3.0583 -0.2240 -2.1648
H 0.0167 0.9345 -2.9224
O 0.9273 0.3692 2.3559
C 2.5540 -4.3589 -1.3565
H 0.2814 -0.5963 7.2618
H 1.6323 2.4201 6.3269
H 2.0794 -5.6116 1.7463
H -4.6673 3.9087 5.3030
H 3.6432 0.1039 -3.0416
H -1.2544 2.8337 6.3322
H 3.6906 -0.1554 -1.2789
H 2.4679 2.4287 -2.8164
C 2.8061 -5.1153 -0.2147
H -3.4700 5.7882 4.1192
C 2.5463 4.6204 6.9401
H -0.8466 3.6754 -0.2239
*
```

Results of the Mulliken charge analysis, in e, for atoms 1 through 99: Ba 1.63; C -1.23; C -0.45; H 0.35; C -2.56; H 0.47; C -1.02; H 0.39; C 2.42; C -1.79; H -0.08; H 0.25; C -0.47; C -1.32; H 0.26; H 0.38; C 1.06; H 0.40; H 0.51; C -1.61; C -1.00; C 1.85; H 0.37; C -1.22; H 0.35; C 0.59; H 0.22; H 0.46; H 0.51; C -1.48; H 0.04; H 0.65; C 0.35; C -0.03; H 0.17; H 0.46; C 0.01; C -2.53; H 0.42; H 0.35; C -0.84; H 0.37; H 0.28; C 2.49; H -0.48; C -0.35; C -0.77; H -0.23; C 0.67; Cl -0.27; H 0.30; C -1.86; H 0.29; H 0.39; H 0.50; C 0.64; C -1.90; H 0.26; H 0.25; H 0.21; H 0.26; H 0.32; C 2.83; C -1.53; H 0.21; H 0.48; C -2.23; H 0.48; C -1.98; N 0.95; H 0.39; C -0.60; H 0.42; H 0.53; H 0.34; C 0.52; H 0.49; H 0.35; H 0.62; O -1.36; H 0.47; H 0.49; C -0.19; H 0.39; C -2.43; H 0.26; H 0.45; N 0.98; H 0.42; C -1.88; C 1.55; C -1.05; H 0.26; O -1.72; C -0.69; H 0.44; H 0.55; H 0.38; H 0.39

=====

No. 3
C41H60BrN4O2P2Si3V | ωB97M-V/def2-TZVPD

* frontier orbital gap (spin up / spin down): 5.871 / 6.631 eV
* energy above the lowest of the compared OMol25 structures with the same formula, charge and spin: 0.0 kJ/mol
* max |F|: 0.497 eV/A
* total energy: -191494.3884 eV
* lowest unoccupied orbital energy (spin up / spin down): 2.34 / 2.34 eV

Structure (ORCA input):
```
! RIJCOSX wB97M-V def2-TZVPD def2/J DEFGRID3
* xyz -1 4
C -3.9068 1.7038 2.6943
C -0.2339 1.2986 2.5890
N -0.7274 -1.2923 1.3001
H -2.5345 1.9999 1.0616
C -1.4130 -3.4703 -2.8008
P -2.8581 1.6592 -3.0173
N 1.7182 0.3072 -1.8135
N -3.6207 0.2811 0.7954
C 4.6051 -3.4831 1.1326
C -4.8684 0.8489 3.2078
H -1.4325 4.9422 0.4208
O 0.3181 1.3571 1.4337
H 3.1195 -4.0166 -1.5950
Si 3.3095 -0.5251 2.6724
C -1.6395 -3.4713 -1.4281
C -3.1452 -5.3335 -1.7042
C 0.0042 3.5106 -3.0345
C 5.6831 -0.4166 -0.5936
V 0.6714 -0.2267 0.1315
C 1.6749 -3.8023 1.0642
H 4.7828 0.1822 -3.1656
C 3.0618 0.2500 -1.8891
H -3.4296 -6.0354 -3.7167
H -1.0885 2.6021 4.0981
H -4.6592 2.8624 -4.2100
C -3.5578 4.8984 0.2307
H -5.3559 1.0649 4.1503
H 4.8229 2.0683 1.1375
O -0.0797 -1.6941 -1.1475
H -5.6543 4.6222 -0.1491
H 6.2671 -0.5099 0.3252
C 0.9991 0.2918 -2.9408
H -1.8750 -4.3722 -4.6906
H -1.4104 -2.6381 3.8911
H 2.6600 1.2332 4.2996
H -4.1054 -0.3553 -3.4168
H 4.7201 -4.4721 0.6777
H 4.5355 -3.6275 2.2148
C -4.1569 0.4229 -2.6528
H 4.0124 -2.5188 -1.8771
H 1.4789 -3.7117 2.1334
C -3.3067 1.3739 1.4909
H 0.6123 3.7112 0.6597
H 1.3328 -1.4388 3.8642
C -5.1947 -0.2998 2.5057
H -5.9262 -1.0080 2.8655
C -2.9270 -5.3193 -3.0775
H -3.6113 2.6035 3.2166
C -0.2924 2.6070 3.3532
P -0.3720 2.8053 -1.3651
H 2.5751 -2.6932 3.7051
H 2.3288 1.7934 2.6519
C -0.9572 -2.4524 -0.5797
H 1.0712 3.3641 -3.2177
C -2.2707 4.4968 -0.0993
H 0.7297 -3.6387 0.5506
C -0.8099 0.1862 3.1693
C -3.6444 2.5323 -4.4427
C 5.1531 -0.7602 3.0892
H -0.0778 0.3037 -2.8226
C -4.5306 -0.5169 1.3081
H -0.2267 4.5766 -3.0894
H 3.9784 1.8084 3.2784
H 5.7064 -1.3856 -1.0988
H 6.1863 0.3163 -1.2325
H 1.9916 -4.8321 0.8668
C 1.5742 0.2579 -4.1974
C 2.8827 -0.8608 0.9085
C -3.1480 2.9412 -1.7176
C -4.4312 3.3598 -1.3827
H -2.7109 -1.4423 3.9107
H -2.5862 -2.6221 2.5736
H 0.5544 4.9808 -0.6157
H -3.0460 3.4022 -4.7185
C 2.9573 0.2373 -4.2939
Si 3.9196 0.1488 -0.1916
H 2.7636 -1.4169 4.9114
C -2.0294 -1.9926 3.2606
H -0.5441 2.9777 -3.8108
C -2.0441 3.5152 -1.0642
H 1.7425 3.6612 -0.6793
H -3.9283 -0.0359 -1.6917
H 5.5113 -2.9070 0.9289
H 0.9451 0.2439 -5.0777
H 5.3136 -0.5112 4.1436
H -5.1669 0.8371 -2.6368
H 5.5101 -1.7788 2.9228
C -2.5078 -4.4161 -0.8849
H 4.5172 2.5280 -0.5426
C -4.6458 4.3250 -0.4091
H -0.7241 -2.7398 -3.2046
Si 3.0325 -2.6515 0.4552
C 3.7017 0.2299 -3.1276
H 3.1704 2.3921 0.6092
H -2.6704 -4.4108 0.1845
C 4.1246 1.9577 0.3049
Br -4.9439 -2.0819 0.3058
C 3.1155 -2.9373 -1.4107
H 2.2357 -2.5177 -1.9029
H 5.7789 -0.0842 2.4982
N -1.3309 -2.3803 0.6626
H -3.7092 5.6515 0.9949
C -1.1360 -1.0380 2.5107
H -5.2862 2.9160 -1.8811
H -0.4586 3.4280 2.6529
C 3.0376 1.2526 3.2721
H 3.4435 0.2119 -5.2622
H -3.8166 -6.0662 -1.2717
H -3.6779 1.8545 -5.2973
C -2.0568 -4.3856 -3.6224
C 0.7187 3.9215 -0.4031
C 2.4076 -1.6322 3.8990
H 0.6568 2.7931 3.8594
H -1.2261 0.3166 4.1606
*
```

Results of the Mulliken charge analysis, in e, for atoms 1 through 99: C -0.96; C 0.89; N 1.31; H 0.38; C -0.24; P 0.90; N 1.55; N 0.49; C -1.26; C -0.59; H 0.28; O 0.59; H 0.52; Si 0.10; C 0.35; C -0.93; C -1.32; C -1.16; V 0.21; C -0.64; H 0.41; C -0.39; H 0.38; H 0.45; H 0.37; C -0.79; H 0.40; H 0.28; O 0.03; H 0.38; H 0.27; C -0.56; H 0.41; H 0.26; H 0.52; H 0.51; H 0.38; H 0.30; C -0.97; H 0.19; H 0.22; C 0.14; H 0.06; H 0.06; C -0.72; H 0.45; C -0.44; H 0.47; C -1.86; P 1.85; H 0.28; H -0.47; C -1.15; H 0.45; C -0.42; H -0.02; C -1.76; C -1.52; C -1.18; H 0.73; C 0.07; H 0.36; H 0.51; H 0.30; H 0.40; H 0.48; C -1.35; C 2.19; C 0.25; C -0.43; H 0.44; H 0.21; H 0.50; H 0.38; C -0.55; Si -0.81; H 0.41; C -1.70; H 0.30; C -0.39; H 0.41; H -0.23; H 0.29; H 0.50; H 0.38; H 0.41; H 0.29; C -0.18; H 0.36; C -0.96; H 0.52; Si 0.10; C -0.47; H -0.10; H 0.49; C -0.93; Br -0.09; C -0.83; H -0.07